Entry 1:
Below is a single C6H10O molecule at a distorted geometry, with properties calculated with ωB97M-V/def2-TZVPD.

Structure (ORCA input):
```
! RIJCOSX wB97M-V def2-TZVPD def2/J DEFGRID3
* xyz 0 1
C 1.8205 1.3598 1.2350
C 1.2990 0.4818 0.0551
C -0.1650 0.3985 0.2320
C -1.2640 -0.3432 0.3710
C -1.7629 -1.5914 1.1378
C -1.6651 0.9455 -0.2671
O -2.1020 0.9474 -1.6280
H 1.8979 0.7439 2.1383
H 1.1918 2.1770 1.4644
H 2.9744 1.6306 0.9992
H 1.6793 -0.5196 0.3390
H 1.6882 0.7800 -0.8914
H -1.4167 -1.5994 2.1804
H -1.2889 -2.3447 0.6608
H -2.8540 -1.4127 0.8817
H -1.9851 1.7147 0.2965
H -2.0224 0.1510 -2.1494
*
```

The energy above the lowest of the compared OMol25 structures with the same formula, charge and spin is 355.6 kJ/mol. The value obtained for the LUMO energy is 0.732 eV. The molar mass comes out at 98.14 g/mol. The total energy is -309.70693 a.u.

These are the natural (NBO) partial charges, in e, on atoms 1 to 5:
1 C -0.58
2 C -0.46
3 C 0.01
4 C -0.04
5 C -0.66

***

Entry 2:
Below is a molecular structure, C31H64AsF6NO15S6 at a distorted geometry, with properties calculated with ωB97M-V/def2-TZVPD.

Structure (ORCA input):
```
! RIJCOSX wB97M-V def2-TZVPD def2/J DEFGRID3
* xyz -2 1
O -6.4821 -0.6507 -0.2747
C -7.0693 -1.7051 -0.8863
O -7.9686 -2.4038 -0.3658
O -6.7073 -2.0524 -2.0216
H -5.6284 -0.4018 -0.6364
As -0.5920 1.0075 -1.3240
F -0.1062 2.6050 -0.7165
F -2.2274 1.1924 -0.5988
F -1.1879 -0.5881 -1.9819
F 0.9192 0.8506 -2.2301
F 0.1550 0.0047 0.1059
F -1.0858 1.9116 -2.8271
C 5.2376 3.8385 0.5543
C 6.3702 2.9748 1.2710
N 7.1601 3.8615 1.9594
C 6.3246 4.6131 2.9819
C 5.5071 3.8075 3.9969
C 8.5611 4.0874 1.7137
C 8.8602 5.5674 1.5078
H 4.7323 3.1003 -0.0686
H 5.4773 4.7646 0.0318
H 4.4594 4.1262 1.2612
H 6.1200 2.1221 1.9022
H 6.8450 2.5446 0.3892
H 6.9609 5.3002 3.5397
H 5.7846 5.3674 2.4097
H 5.0218 4.4888 4.6957
H 4.7374 3.4077 3.3368
H 5.9458 2.9738 4.5453
H 8.9835 3.3405 1.0415
H 9.1771 3.9118 2.5956
H 8.5506 6.2222 2.3223
H 8.4295 5.9745 0.5929
H 9.9411 5.5179 1.3768
C 0.5082 7.3125 3.3059
C 1.1970 8.2104 2.1959
C 0.1016 9.2437 1.7965
S -1.5568 8.4796 1.9970
O -1.9985 8.0554 0.7282
O -2.3956 9.2190 2.9820
C -0.8534 6.9501 2.8913
H 0.2489 7.6191 4.3192
H 1.0963 6.4131 3.4889
H 1.5465 7.7053 1.2955
H 2.1313 8.6707 2.5172
H 0.1655 9.7086 0.8127
H 0.1083 10.0211 2.5605
H -0.9084 6.1801 2.1218
H -1.5206 6.4094 3.5626
C -4.9675 -6.1462 2.7149
C -3.8258 -5.1331 2.6228
C -3.3019 -5.0067 1.1735
S -3.9309 -6.5325 0.1957
O -2.9362 -7.4904 -0.1913
O -4.9260 -6.0217 -0.8321
C -4.7734 -7.2662 1.7232
H -5.7994 -5.5241 2.3848
H -5.2313 -6.5103 3.7079
H -3.0605 -5.6471 3.2044
H -4.2221 -4.2176 3.0619
H -2.2219 -4.8709 1.2296
H -3.5956 -4.1263 0.6019
H -4.0327 -8.0053 2.0287
H -5.6533 -7.8779 1.5241
C 0.8800 -3.4767 -6.2555
C 1.2206 -4.9297 -6.0754
C -0.0811 -5.5911 -5.7277
S -1.4009 -4.9460 -6.7273
O -2.5432 -4.7969 -5.8218
O -1.4758 -5.5181 -8.0415
C -0.5105 -3.3628 -6.9835
H 1.5351 -2.8347 -6.8444
H 0.6515 -3.1528 -5.2402
H 1.9603 -5.1655 -5.3104
H 1.6283 -5.3232 -7.0065
H -0.2186 -5.3582 -4.6718
H 0.0200 -6.6753 -5.6777
H -1.1880 -2.6364 -6.5345
H -0.4682 -2.9529 -7.9926
C 3.3015 -4.4160 -0.0725
C 3.4455 -5.9422 0.3860
C 4.9064 -6.0365 0.8164
S 5.2772 -4.5199 1.8450
O 6.6717 -4.0420 1.6600
O 4.6569 -4.5599 3.1854
C 3.9731 -3.4579 0.8009
H 2.2167 -4.3091 -0.0730
H 3.6111 -4.3699 -1.1166
H 3.0128 -6.5388 -0.4170
H 2.8501 -6.0745 1.2894
H 5.5300 -5.9669 -0.0748
H 5.3497 -6.8430 1.4004
H 4.5293 -2.8747 0.0670
H 3.3984 -2.7777 1.4295
C -7.2990 2.3578 -8.0805
C -6.7090 2.3823 -6.7032
C -5.6999 1.3771 -6.3867
S -6.1615 -0.0434 -7.4750
O -6.7812 -1.2253 -6.8446
O -5.0275 -0.2207 -8.2879
C -7.4760 0.8878 -8.3363
H -6.5882 2.8580 -8.7383
H -8.2065 2.9511 -8.1926
H -7.4381 2.2876 -5.8985
H -6.3578 3.4140 -6.6863
H -5.6597 1.0992 -5.3335
H -4.7832 1.8807 -6.6936
H -8.4870 0.6015 -8.0467
H -7.5194 0.6433 -9.3977
C -1.4352 -1.1012 7.1486
C -0.2130 -1.3706 6.3364
C 0.3923 -0.0408 5.9600
S -0.0872 1.0316 7.4197
O -0.2873 2.4114 6.9973
O 0.7339 0.6410 8.5209
C -1.7408 0.2923 7.4581
H -1.5299 -1.6437 8.0893
H -2.2637 -1.5541 6.6041
H -0.3477 -1.9463 5.4207
H 0.5195 -1.9264 6.9217
H -0.0440 0.4327 5.0805
H 1.4646 0.1532 5.9850
H -2.1421 0.7998 6.5809
H -2.1631 0.5156 8.4378
*
```

The value obtained for the LUMO energy is 2.958 eV. The molar mass comes out at 1072.16 g/mol. The total energy is -7626.88262 a.u.

These are the Löwdin partial charges, in e, on atoms 1 to 5:
1 O 0.03
2 C -0.91
3 O -0.11
4 O -0.09
5 H 0.09

***

Entry 3:
Below is a single C3H5N3 molecule, with properties calculated with ωB97M-V/def2-TZVPD.

Structure (ORCA input):
```
! RIJCOSX wB97M-V def2-TZVPD def2/J DEFGRID3
* xyz 0 1
N -2.0636 -0.1323 0.0028
C -0.7909 -0.0217 -0.0116
N 0.0874 -1.0840 -0.0208
C 1.4112 -0.6469 -0.0020
C 1.3919 0.6903 0.0154
N 0.0545 1.0798 -0.0224
H -2.4901 0.8028 0.0389
H -0.2577 -2.0246 0.1287
H 2.2287 -1.3473 0.0085
H 2.2081 1.3837 0.0141
H -0.3109 2.0107 0.0809
*
```

The energy above the lowest of the compared OMol25 structures with the same formula, charge and spin is 35.4 kJ/mol. The value obtained for the LUMO energy is 0.913 eV. The molar mass comes out at 83.09 g/mol. The total energy is -281.57658 a.u.

These are the natural (NBO) partial charges, in e, on atoms 1 to 5:
1 N -0.80
2 C 0.55
3 N -0.58
4 C -0.09
5 C -0.10

***

Entry 4:
Below is a gas-phase ion, C6H16IN2S (charge +1) at a distorted geometry, with properties calculated with ωB97M-V/def2-TZVPD.

Structure (ORCA input):
```
! RIJCOSX wB97M-V def2-TZVPD def2/J DEFGRID3
* xyz 1 1
C -0.4606 3.1806 -0.2741
S -0.4094 1.6450 -1.2362
C 0.4568 0.3963 -0.1607
I 2.2192 1.3321 0.8892
N -0.5181 -0.4742 0.7779
C -1.9500 0.0563 0.7588
C 0.0412 -0.5923 2.0991
N 1.0264 -0.6127 -1.1162
C -0.0522 -1.2651 -1.9202
C 1.6338 -1.7818 -0.3878
H 0.4742 3.5818 -0.4370
H -0.9269 3.0178 0.7211
H -1.4060 3.7386 -0.6861
H -2.0531 0.8795 1.3337
H -2.1210 0.3893 -0.2964
H -2.4498 -0.7351 1.2647
H 0.0826 0.2630 2.7080
H -0.6492 -1.2195 2.7325
H 1.1612 -1.0040 1.9229
H 1.6894 -0.2691 -1.6883
H -0.5606 -0.6702 -2.5547
H 0.3904 -2.0096 -2.4190
H -0.9152 -1.6234 -1.4088
H 0.8439 -2.1858 0.4173
H 1.9838 -2.6227 -1.0656
H 2.4692 -1.4150 0.0260
*
```

The energy above the lowest of the compared OMol25 structures with the same formula, charge and spin is 120.1 kJ/mol. The value obtained for the LUMO energy is -3.836 eV. The molar mass comes out at 275.18 g/mol. The total energy is -1043.21212 a.u.

These are the natural (NBO) partial charges, in e, on atoms 1 to 5:
1 C -0.75
2 S 0.23
3 C 0.07
4 I 0.20
5 N -0.52